The following is a quantum chemistry calculation of a structure of composition C26H37AsN6O3PdS, from OMol25.

Calculated values
Frontier orbital gap   7.581 eV
E_LUMO   0.63 eV
Total energy   -4329.0471 a.u.

```
! wB97M-V def2-TZVPD RIJCOSX def2/J DEFGRID3
* xyz 0 1
Pd 1.47 1.17 0.22
As -0.75 0.28 0.41
S -1.02 2.78 -2.40
O 3.71 2.75 -0.38
O 2.71 2.55 1.61
O 2.65 -0.69 -0.97
N 5.09 0.44 -0.16
N 1.07 -1.32 -2.47
N -0.55 4.44 -0.37
N 0.84 4.41 -0.50
N 2.02 -2.87 -0.97
N -2.72 4.23 -0.94
C -2.40 -0.49 -1.87
C 0.98 0.05 -2.96
C -4.36 2.29 1.38
C 1.93 -1.58 -1.45
C -1.43 3.85 -1.18
C 3.07 -3.18 -0.01
C 0.98 -3.87 -1.02
C -1.36 -1.07 2.96
C -3.32 -2.68 -2.28
C -1.97 -2.29 -0.33
C 3.41 2.04 0.74
C -1.00 -1.68 4.15
C -0.39 -0.78 2.00
C -2.73 -3.15 -1.10
C 0.61 -2.32 -3.41
C -3.49 1.36 0.86
C -1.65 2.51 1.90
C -2.54 3.43 2.44
C 1.29 -1.74 3.44
C -2.12 1.46 1.11
C 4.35 0.88 1.00
C -3.14 -1.35 -2.66
C -1.80 -0.95 -0.69
C 0.94 -1.15 2.25
C -3.89 3.31 2.18
C 0.32 -2.01 4.40
H -2.87 -4.18 -0.82
H 1.80 0.29 -3.65
H 1.00 0.76 -2.10
H -3.60 -1.00 -3.57
H -4.58 4.06 2.58
H -0.43 -2.56 -3.28
H -1.51 -2.67 0.58
H 0.75 -4.18 0.03
H 0.60 -2.49 5.32
H 1.21 -3.23 -3.33
H 4.70 -0.40 -0.57
H 0.04 0.15 -3.46
H -2.16 4.23 3.07
H -3.39 3.71 -1.50
H -3.86 0.55 0.22
H 1.70 -0.90 1.52
H 3.38 -4.21 -0.13
H 5.05 1.26 1.77
H 4.24 2.16 -0.94
H -2.28 0.55 -2.16
H -5.42 2.23 1.19
H 0.75 -1.90 -4.42
H -3.93 -3.35 -2.87
H 1.09 4.16 -1.45
H 1.23 3.69 0.11
H -1.74 -1.84 4.92
H -2.39 -0.76 2.79
H 0.06 -3.49 -1.45
H 3.78 0.08 1.49
H 3.94 -2.55 -0.17
H 1.29 -4.77 -1.54
H -0.85 5.29 0.07
H -0.57 2.58 2.09
H 2.72 -3.04 1.01
H 6.08 0.38 0.01
H -2.97 4.32 0.03
H 2.32 -1.97 3.65
*
```



The following is a quantum chemistry calculation of a structure of composition C18H40KNOS2SbSi, from OMol25.

Calculated values
Energy relative to the best compared isomer or geometry (same formula, charge and spin)   0.0 kcal/mol
Frontier orbital gap   5.328 eV
E_LUMO   2.06 eV
Total energy   -2765.9422 a.u.

```
! wB97M-V def2-TZVPD RIJCOSX def2/J DEFGRID3
* xyz -1 1
Sb -1.39 2.47 1.54
K -0.74 -0.86 -0.15
S 1.80 -2.90 -4.46
S -2.10 1.00 -3.16
Si -1.98 -3.00 3.15
O -1.65 0.75 -1.75
N 0.36 -2.22 -2.13
C 0.98 -2.52 -3.08
C -1.28 4.07 -1.05
C -4.04 1.01 1.77
C -1.43 -4.08 4.64
C -2.34 3.55 -0.09
C -3.21 1.97 2.61
C -1.46 -0.95 -4.97
C -2.52 -1.51 -4.04
C 0.48 3.82 3.55
C -0.74 4.18 2.72
C -3.31 4.66 0.30
C -3.30 -0.30 -3.56
C -2.30 -4.27 1.77
C -3.70 -2.35 3.67
C -1.81 4.82 3.60
C -0.83 0.25 -4.26
C -2.88 1.33 3.95
C -0.89 -1.66 2.60
H -0.44 1.01 -4.92
H -3.91 -0.44 -2.67
H -0.43 4.91 1.96
H -3.94 0.10 -4.36
H -0.67 4.86 -0.59
H -1.74 4.51 -1.94
H -1.91 -0.63 -5.92
H -0.48 -4.57 4.42
H -4.19 -1.85 2.83
H -1.29 -3.47 5.54
H 0.24 3.04 4.29
H -2.70 5.12 3.04
H 0.11 -2.02 2.31
H -1.35 -4.67 1.39
H -3.64 -1.64 4.50
H -4.34 -3.18 3.99
H -2.26 1.97 4.59
H -1.42 5.70 4.11
H -0.76 -0.85 3.33
H -2.82 -3.81 0.93
H -2.88 2.75 -0.60
H -3.48 0.09 1.58
H -4.95 0.73 2.30
H -2.14 4.12 4.37
H -0.05 -0.07 -3.56
H -2.04 -2.03 -3.21
H -2.79 5.48 0.79
H -3.18 -2.23 -4.54
H -4.10 4.31 0.97
H -3.79 1.09 4.50
H -3.76 2.90 2.77
H -2.33 0.39 3.79
H -2.16 -4.86 4.88
H -4.33 1.44 0.80
H 1.30 3.43 2.94
H -0.68 -1.69 -5.19
H 0.86 4.69 4.10
H -3.79 5.08 -0.59
H -2.90 -5.11 2.12
H -0.61 3.27 -1.38
*
```



The following is a quantum chemistry calculation of a cluster of 13 separate species, C28H22Cl52N3 in total, from OMol25.

Calculated values
Frontier orbital gap   7.801 eV
E_LUMO   -2.35 eV
Total energy   -25173.7957 a.u.

```
! wB97M-V def2-TZVPD RIJCOSX def2/J DEFGRID3
* xyz 1 1
Cl 8.67 -7.86 4.38
Cl -2.33 1.95 -4.15
Cl -5.88 11.23 0.92
Cl -1.73 5.68 -1.35
Cl -9.27 1.36 8.70
Cl -10.15 5.14 7.61
Cl 0.31 2.18 -7.61
Cl -6.88 2.97 2.27
Cl 1.13 -2.20 2.92
Cl -2.75 0.07 5.04
Cl 0.95 0.39 4.14
Cl 12.98 -6.92 4.73
Cl 2.87 1.17 -6.74
Cl 6.70 -5.94 3.50
Cl 8.63 -7.00 1.63
Cl 0.03 -1.92 5.56
Cl -4.83 -2.85 3.54
Cl -8.19 10.18 -0.45
Cl 6.52 -8.69 2.65
Cl -1.97 -0.33 2.30
Cl 0.54 0.79 -5.09
Cl -6.76 -4.08 1.78
Cl -9.24 7.32 5.95
Cl 2.50 -0.41 -9.38
Cl -6.61 -1.20 1.98
Cl 3.44 -2.78 -10.74
Cl -4.52 4.59 1.92
Cl -3.42 2.21 -6.81
Cl -11.79 6.07 5.42
Cl 2.87 -1.52 5.14
Cl -4.42 1.05 2.89
Cl -2.03 4.43 -5.60
Cl 4.39 -2.16 -8.08
Cl 5.22 -0.54 -10.32
Cl 13.76 -5.31 2.47
Cl -4.60 5.57 -1.10
Cl -7.08 5.52 0.94
Cl -11.63 2.20 7.27
Cl -9.33 4.64 4.89
Cl 1.67 3.43 -5.39
Cl -6.57 5.42 3.77
Cl -11.28 -0.58 7.98
Cl -7.37 9.04 2.07
Cl -3.37 7.54 -2.82
Cl 11.92 -7.51 2.12
Cl -5.77 8.62 -0.30
Cl 11.08 -5.12 3.52
Cl -3.33 4.75 -3.57
Cl -1.89 2.32 3.45
Cl -4.62 3.64 -4.62
Cl -11.83 1.38 10.03
Cl -4.49 -2.67 0.68
N 4.18 -1.02 -3.09
N 3.85 -0.33 -1.00
N 3.21 -0.05 -3.00
C -0.48 -3.04 -2.49
C 3.89 -1.47 -9.64
C 3.00 0.36 -1.78
C 5.93 -4.79 0.02
C 1.98 1.38 -1.46
C -3.10 3.06 -5.30
C 5.44 -4.70 -1.43
C -10.13 5.79 5.97
C -6.26 4.63 2.23
C 4.55 -1.17 -1.87
C 1.25 -1.32 4.45
C -11.00 1.09 8.49
C 5.78 -3.38 -2.14
C 5.56 -2.12 -1.29
C 12.43 -6.22 3.21
C -6.80 9.77 0.56
C -3.26 5.88 -2.21
C 1.24 1.19 -0.10
C 1.35 1.90 -6.22
C -0.24 -0.78 -1.75
C 0.48 -1.20 -0.66
C -0.71 -1.71 -2.64
C 0.70 -2.55 -0.51
C 1.08 -0.26 0.37
C -5.68 -2.70 1.99
C -2.76 0.78 3.43
C 0.23 -3.48 -1.39
C 7.63 -7.37 3.04
H 0.42 -0.24 1.23
H 6.89 -4.28 0.16
H 0.28 1.70 -0.13
H 3.92 -0.25 0.00
H 6.84 -3.43 -2.41
H -0.42 0.28 -1.90
H 1.83 1.71 0.66
H -1.27 -1.38 -3.50
H 5.26 -2.31 -0.26
H 2.74 0.22 -3.85
H 1.29 -2.88 0.34
H 0.45 -4.52 -1.23
H 1.22 1.44 -2.24
H 6.04 -5.80 0.40
H 5.21 -4.25 0.65
H 4.38 -4.95 -1.49
H 2.46 2.37 -1.45
H 6.50 -1.56 -1.27
H 2.02 -0.70 0.71
H 5.95 -5.49 -1.99
H -0.83 -3.76 -3.21
H 5.24 -3.34 -3.08
*
```



The following is a quantum chemistry calculation of the molecule C4H8N2O, from OMol25.

Calculated values
Energy relative to the best compared isomer or geometry (same formula, charge and spin)   129.4 kcal/mol
Frontier orbital gap (spin up / spin down)   8.591 / 7.320 eV
E_LUMO (spin up / spin down)   0.30 / -0.46 eV
Total energy   -341.7975 a.u.

```
! wB97M-V def2-TZVPD RIJCOSX def2/J DEFGRID3
* xyz 0 1
O 0.40 -2.06 -1.51
N 0.66 -0.25 0.71
N -2.43 1.20 0.38
C -1.69 0.64 -0.36
C -0.53 -1.16 -1.20
C 1.21 0.93 1.38
C -0.19 0.03 -0.38
H 0.21 -0.87 1.38
H 0.25 0.84 -0.97
H 1.28 -1.66 -1.38
H -1.76 0.27 -1.54
H -1.51 -1.61 -1.18
H 1.85 0.61 2.21
H 1.83 1.50 0.68
H 0.42 1.59 1.77
*
```



The following is a quantum chemistry calculation of the ion C5H4NO3 with charge -1, from OMol25.

Calculated values
Energy relative to the best compared isomer or geometry (same formula, charge and spin)   48.4 kcal/mol
Frontier orbital gap   8.441 eV
E_LUMO   3.86 eV
Structure (SMILES)   O=C1N=C([O-])OC12CC2
Total energy   -473.3911 a.u.

```
! wB97M-V def2-TZVPD RIJCOSX def2/J DEFGRID3
* xyz -1 1
O 3.05 1.40 0.10
O 0.86 1.22 -0.30
O 0.15 -2.44 -0.11
N 2.05 -0.71 0.03
C -1.41 0.04 -0.77
C 0.80 -1.03 -0.06
C 2.09 0.65 -0.04
C -1.23 0.24 0.77
C -0.04 0.14 -0.15
H -1.17 1.12 1.36
H -1.34 -0.62 1.39
H -1.77 -0.89 -1.17
H -2.05 0.89 -1.04
*
```